Record 1
# C6H13N

An isolated molecule of C6H13N in a non-equilibrium geometry (the ωB97M-V functional and the def2-TZVPD basis, the OMol25 dataset).

Summary:
relative energy (zero: lowest compared OMol25 entry of this formula, charge and spin) = 5.701 eV
orbital gap = 5.81 eV
HOMO energy = -6.272 eV

Each line ends with the Mulliken charge.
Positions of all 20 atoms, in Å:
C: -0.205 -0.757 -2.190  -1.3082
C: 0.660 0.491 -2.183  -0.1646
C: 1.257 0.838 -0.786  -0.9125
C: 0.356 0.896 0.421  -0.5850
N: -0.931 -1.002 3.267  -0.6275
C: -1.405 -0.429 1.999  -0.4387
C: -0.173 -0.252 1.148  0.3878
H: -1.096 -0.578 -1.568  0.3837
H: -0.529 -0.973 -3.216  0.3524
H: 0.336 -1.648 -1.886  0.3384
H: 1.497 0.397 -2.881  0.3145
H: 0.054 1.364 -2.436  0.2592
H: 1.781 1.767 -0.971  0.3642
H: 2.139 0.186 -0.590  0.3313
H: -0.244 -0.678 0.138  -0.2572
H: -0.009 1.891 0.677  0.3436
H: -1.691 -0.865 3.921  0.2645
H: -0.302 -0.191 3.356  0.3102
H: -2.096 0.414 2.127  0.2216
H: 0.602 -0.871 1.652  0.4224

***

Record 2
# C6H13N

An isolated molecule of C6H13N in a non-equilibrium geometry (the ωB97M-V functional and the def2-TZVPD basis, the OMol25 dataset).

Summary:
SMILES = CCC(=CN)CC
relative energy (zero: lowest compared OMol25 entry of this formula, charge and spin) = 2.062 eV
orbital gap = 8.58 eV
HOMO energy = -7.652 eV

Each line ends with the Mulliken charge.
Positions of all 20 atoms, in Å:
C: 0.496 -0.370 -2.243  -1.0925
C: -0.617 -0.707 -1.226  -1.0268
C: -0.242 -0.043 0.122  0.4068
C: 0.778 -0.501 0.914  -0.2469
N: 1.781 -1.468 0.664  -0.5415
C: -1.375 0.703 0.770  -0.5701
C: -0.978 2.194 1.198  -1.0208
H: 1.442 -0.899 -2.093  0.2565
H: 0.202 -0.475 -3.258  0.3785
H: 0.588 0.692 -2.106  0.2950
H: -1.538 -0.437 -1.604  0.5058
H: -0.661 -1.699 -1.091  0.4113
H: 0.791 -0.139 1.927  0.3186
H: 2.638 -1.481 1.353  0.2675
H: 2.099 -1.475 -0.398  0.2033
H: -2.232 0.904 -0.082  0.2142
H: -1.629 0.236 1.734  0.3412
H: -0.209 2.578 0.441  0.2430
H: -0.433 2.051 2.130  0.2878
H: -1.890 2.760 1.193  0.3690

***

Record 3
# C6H13N

An isolated molecule of C6H13N in a non-equilibrium geometry (the ωB97M-V functional and the def2-TZVPD basis, the OMol25 dataset).

Summary:
SMILES = C/C=C(\C)CNC
relative energy (zero: lowest compared OMol25 entry of this formula, charge and spin) = 3.421 eV
orbital gap = 9.82 eV
HOMO energy = -8.900 eV

Each line ends with the Mulliken charge.
Positions of all 20 atoms, in Å:
C: 2.662 -0.528 0.293  -1.1511
C: 1.302 -0.557 -0.335  -0.1730
C: 0.385 0.409 -0.342  0.6637
C: 0.532 1.754 0.310  -1.3917
C: -0.930 0.221 -1.066  -0.6676
N: -2.068 0.273 -0.144  -0.4671
C: -2.120 -0.849 0.713  -0.7760
H: 3.432 -0.678 -0.468  0.2893
H: 2.765 -1.338 1.019  0.2865
H: 2.869 0.412 0.799  0.3093
H: 1.069 -1.483 -0.854  0.2891
H: 0.769 2.513 -0.441  0.2571
H: -0.415 2.040 0.768  0.3631
H: 1.305 1.772 1.075  0.3998
H: -1.070 1.032 -1.786  0.3290
H: -0.903 -0.725 -1.638  0.3404
H: -2.865 -0.552 -0.547  0.3248
H: -1.164 -1.194 1.115  0.2647
H: -2.702 -1.794 0.022  0.2305
H: -2.853 -0.726 1.507  0.2792

***

Record 4
# C6H13N

An isolated molecule of C6H13N in a non-equilibrium geometry (the ωB97M-V functional and the def2-TZVPD basis, the OMol25 dataset).

Summary:
relative energy (zero: lowest compared OMol25 entry of this formula, charge and spin) = 4.200 eV
orbital gap = 7.67 eV
HOMO energy = -7.507 eV

Each line ends with the Mulliken charge.
Positions of all 20 atoms, in Å:
C: -0.403 -1.393 1.806  -1.1343
C: -1.412 -1.017 0.710  -0.6903
C: -1.428 0.559 0.504  -0.6091
N: 0.310 -0.679 -1.643  -0.8484
C: 0.687 0.431 -0.959  1.4409
C: -0.140 1.107 -0.005  -0.7522
C: 1.743 1.241 -1.688  -1.3018
H: -0.877 -1.275 2.786  0.3736
H: 0.000 -2.400 1.716  0.2536
H: 0.442 -0.701 1.791  0.3179
H: -0.945 -1.351 -0.299  0.5340
H: -2.413 -1.302 1.017  0.3796
H: -1.775 0.862 1.496  0.3451
H: -2.259 0.725 -0.188  0.2963
H: 1.115 -1.293 -1.742  0.1926
H: 1.032 0.147 0.151  -0.1809
H: 0.224 2.114 0.156  0.3444
H: 1.378 1.655 -2.621  0.3247
H: 2.553 0.558 -1.951  0.3405
H: 2.170 2.011 -1.037  0.3736

***

Record 5
# C6H13N

An isolated molecule of C6H13N in a non-equilibrium geometry (the ωB97M-V functional and the def2-TZVPD basis, the OMol25 dataset).

Summary:
SMILES = C=CCC[C@H](C)N
relative energy (zero: lowest compared OMol25 entry of this formula, charge and spin) = 2.875 eV
orbital gap = 9.49 eV
HOMO energy = -8.442 eV

Each line ends with the Mulliken charge.
Positions of all 20 atoms, in Å:
C: -2.325 1.362 1.878  -0.6772
C: -1.402 1.547 0.900  -0.3625
C: -1.518 0.709 -0.271  -0.4904
C: -0.402 -0.495 -0.180  -0.9457
C: 1.034 -0.240 -0.769  0.2458
C: 1.662 -1.759 -1.103  -1.1767
N: 2.099 0.560 -0.047  -0.6022
H: -2.580 2.209 2.569  0.2532
H: -2.767 0.392 1.986  0.2703
H: -0.477 1.964 1.203  0.3883
H: -2.515 0.193 -0.274  0.2907
H: -1.301 1.230 -1.206  0.3301
H: -0.809 -1.404 -0.692  0.3434
H: -0.270 -0.915 0.893  0.3788
H: 0.763 0.120 -1.755  0.2233
H: 1.042 -2.343 -1.774  0.3637
H: 2.703 -1.430 -1.460  0.3419
H: 1.736 -2.352 -0.143  0.2634
H: 2.377 0.260 0.891  0.2591
H: 2.950 0.392 -0.648  0.3028

***

Record 6
# C6H13N

An isolated molecule of C6H13N in a non-equilibrium geometry (the ωB97M-V functional and the def2-TZVPD basis, the OMol25 dataset).

Summary:
SMILES = CCC/C=C/NC
relative energy (zero: lowest compared OMol25 entry of this formula, charge and spin) = 1.206 eV
orbital gap = 8.68 eV
HOMO energy = -7.582 eV

Each line ends with the Mulliken charge.
Positions of all 20 atoms, in Å:
C: 0.178 -1.785 1.357  -1.0771
C: -1.226 -1.732 0.728  -0.5024
C: -1.739 -0.350 0.317  -0.7530
C: -0.699 0.634 -0.141  -0.3453
C: 0.184 0.363 -1.120  -0.2272
N: 1.090 1.275 -1.615  -0.1899
C: 1.800 2.227 -0.793  -1.0050
H: 0.255 -2.632 2.032  0.3593
H: 0.403 -0.856 1.866  0.3085
H: 0.924 -1.803 0.564  0.2834
H: -1.293 -2.487 -0.057  0.3087
H: -1.895 -2.177 1.475  0.3710
H: -2.536 -0.413 -0.411  0.3068
H: -2.231 0.080 1.195  0.3141
H: -0.478 1.571 0.361  0.2817
H: 0.058 -0.587 -1.636  0.3716
H: 1.335 1.303 -2.586  0.2484
H: 1.099 3.010 -0.482  0.2835
H: 2.071 1.775 0.160  0.3093
H: 2.699 2.582 -1.216  0.3538

***

Record 7
# C6H13N

An isolated molecule of C6H13N in a non-equilibrium geometry (the ωB97M-V functional and the def2-TZVPD basis, the OMol25 dataset).

Summary:
SMILES = C=CCC[C@@H](C)N
relative energy (zero: lowest compared OMol25 entry of this formula, charge and spin) = 0.621 eV
orbital gap = 10.47 eV
HOMO energy = -9.368 eV

Each line ends with the Mulliken charge.
Positions of all 20 atoms, in Å:
C: 3.216 -0.402 0.304  -0.8531
C: 1.927 -0.415 -0.007  0.0780
C: 1.115 0.781 -0.375  -0.6604
C: -0.234 0.832 0.383  -0.8390
C: -1.215 -0.301 0.074  0.4806
C: -2.590 0.030 0.624  -1.4271
N: -1.352 -0.619 -1.370  -0.6947
H: 3.710 -1.325 0.572  0.2597
H: 3.780 0.521 0.329  0.2816
H: 1.435 -1.380 -0.006  0.1891
H: 0.912 0.851 -1.446  0.3182
H: 1.645 1.697 -0.127  0.3351
H: -0.039 0.835 1.449  0.3709
H: -0.704 1.735 0.055  0.4001
H: -0.871 -1.215 0.574  0.1975
H: -2.540 0.184 1.709  0.3394
H: -3.275 -0.794 0.462  0.3622
H: -3.048 0.913 0.188  0.3470
H: -1.330 -1.620 -1.496  0.2717
H: -0.542 -0.307 -1.896  0.2433

***

Record 8
# C6H13N2

The ion C6H13N2 with charge +1 in a non-equilibrium geometry (the ωB97M-V functional and the def2-TZVPD basis, the OMol25 dataset).

Summary:
SMILES = [H]/N=C/[N@H+]1[C@@H](C)C1(C)C
relative energy (zero: lowest compared OMol25 entry of this formula, charge and spin) = 3.217 eV
orbital gap = 11.95 eV
total charge = +1
HOMO energy = -15.298 eV

Each line ends with the Mulliken charge.
Positions of all 21 atoms, in Å:
H: 2.059 1.581 -2.728  0.2935
N: 1.905 1.015 -1.905  -0.4788
C: 0.871 1.309 -1.288  0.0258
N: 0.836 0.478 0.006  -0.1014
C: -0.157 0.452 1.242  -0.0917
C: -1.192 1.576 0.969  -1.5195
C: -0.011 -0.721 0.270  1.1481
C: -1.033 -1.053 -0.777  -1.6007
C: 0.528 -2.088 0.703  -1.4316
H: -0.036 1.948 -1.378  0.3145
H: 1.745 0.204 0.378  0.3916
H: 0.554 0.369 2.058  0.4714
H: -0.677 2.392 1.300  0.4751
H: -1.952 1.332 1.770  0.3743
H: -1.736 1.586 0.006  0.4144
H: -1.588 -0.110 -1.208  0.3041
H: -1.919 -1.556 -0.387  0.3642
H: -0.419 -1.439 -1.539  0.5518
H: 0.115 -2.535 1.643  0.3152
H: 1.638 -2.045 1.021  0.3628
H: 0.469 -2.697 -0.156  0.4168

***

Record 9
# C6H13N2O2

A cluster of 2 separate species, C6H13N2O2 in total in a non-equilibrium geometry (the ωB97M-V functional and the def2-TZVPD basis, the OMol25 dataset).

Summary:
relative energy (zero: lowest compared OMol25 entry of this formula, charge and spin) = 6.667 eV
orbital gap = 9.14 eV
total charge = +1
HOMO energy = -13.702 eV

Each line ends with the Mulliken charge.
Positions of all 23 atoms, in Å:
C: 2.201 -0.511 0.224  -0.5899
C: 1.573 0.106 1.467  -0.7142
C: 1.962 0.391 -0.980  -0.6665
C: 0.072 0.302 1.281  -0.6092
C: 0.469 0.584 -1.223  -0.7321
C: -0.192 1.192 0.041  0.2912
N: -2.512 0.629 -0.305  -0.2152
N: -1.542 1.178 -0.181  0.4398
O: -3.910 -1.664 -0.861  -0.1828
O: -2.707 -1.594 -0.091  -0.5309
H: 3.270 -0.642 0.379  0.3077
H: 1.765 -1.494 0.041  0.3395
H: 1.716 -0.552 2.324  0.3244
H: 2.052 1.060 1.692  0.3621
H: 2.445 1.357 -0.826  0.3543
H: 2.390 -0.059 -1.876  0.3170
H: -0.417 -0.662 1.123  0.2930
H: -0.359 0.772 2.166  0.4021
H: 0.306 1.247 -2.075  0.3728
H: 0.001 -0.381 -1.428  0.3696
H: 0.155 2.216 0.203  0.2001
H: -4.457 -0.932 -0.485  0.4417
H: -4.281 -2.542 -0.611  0.4255

***

Record 10
# C6H13N2O3P

A cluster of 2 separate species, C6H13N2O3P in total in a non-equilibrium geometry (the ωB97M-V functional and the def2-TZVPD basis, the OMol25 dataset).

Summary:
relative energy (zero: lowest compared OMol25 entry of this formula, charge and spin) = 11.604 eV
orbital gap = 2.72 eV
HOMO energy = -4.586 eV

Each line ends with the Mulliken charge.
Positions of all 25 atoms, in Å:
O: 3.123 -0.911 0.625  -0.3757
C: 2.251 0.045 0.201  0.4954
N: 1.241 0.971 -0.045  -0.6273
C: -0.036 0.159 0.023  -0.1407
C: -0.401 -0.331 1.579  -0.4683
C: -2.028 0.023 1.727  -0.6813
C: -2.412 -0.112 0.139  -0.0243
P: -4.225 0.053 -0.437  0.3321
O: -5.142 -0.907 0.463  -0.6004
N: -1.341 0.791 -0.489  -0.1782
H: 0.163 -0.723 -0.754  0.3581
H: 0.319 0.016 2.434  0.3704
H: -0.236 -1.506 1.459  0.3034
H: -2.705 -0.740 2.309  0.3617
H: -2.055 1.131 2.170  0.2949
H: -1.983 -1.185 -0.135  0.2615
H: -4.276 -0.521 -1.789  0.1204
H: -4.750 1.394 -0.436  0.1406
H: -1.454 0.936 -1.517  0.3912
H: -1.343 1.726 -0.017  0.3982
C: 5.479 -0.038 -1.523  -0.3050
O: 6.196 0.794 -2.263  -0.7688
H: 6.005 -0.899 -1.077  0.2061
H: 4.978 0.380 -0.633  0.0117
H: 4.632 -0.548 -2.013  0.1243

***

Record 11
# C6H13N2S

The ion C6H13N2S with charge +1 in a non-equilibrium geometry (the ωB97M-V functional and the def2-TZVPD basis, the OMol25 dataset).

Summary:
relative energy (zero: lowest compared OMol25 entry of this formula, charge and spin) = 2.963 eV
orbital gap = 10.02 eV
total charge = +1
HOMO energy = -13.871 eV

Each line ends with the Mulliken charge.
Positions of all 22 atoms, in Å:
C: 0.262 -2.211 0.212  -0.2920
C: 0.122 0.281 0.385  0.5656
C: 3.195 0.434 -0.728  -0.8043
C: -3.957 0.611 -0.549  -1.1427
C: 2.577 0.302 0.728  -0.4543
C: -2.673 -0.133 -0.098  -0.4229
N: 0.089 -1.092 -0.314  -0.3378
N: 1.226 0.856 0.669  -0.1245
S: -1.329 1.097 0.403  -0.1913
H: 0.320 -3.041 -0.421  0.3228
H: 0.652 -2.391 1.210  0.3075
H: 3.759 1.439 -0.875  0.2988
H: 3.812 -0.512 -0.853  0.2792
H: 2.293 0.419 -1.438  0.2724
H: -4.383 1.229 0.297  0.3105
H: -3.600 1.243 -1.458  0.3090
H: -4.773 0.003 -0.841  0.3913
H: 2.622 -0.716 0.868  0.2703
H: 3.287 0.954 1.432  0.3458
H: -2.313 -0.696 -0.909  0.3985
H: -2.769 -0.764 0.736  0.4314
H: 1.040 1.865 0.866  0.2667

***

Record 12
# C6H13N3

An isolated molecule of C6H13N3 in a non-equilibrium geometry (the ωB97M-V functional and the def2-TZVPD basis, the OMol25 dataset).

Summary:
SMILES = [H]/N=C(C)/C(=N\[H])N(C)CC
relative energy (zero: lowest compared OMol25 entry of this formula, charge and spin) = 1.606 eV
orbital gap = 9.52 eV
HOMO energy = -8.578 eV

Each line ends with the Mulliken charge.
Positions of all 22 atoms, in Å:
H: -3.576 0.116 0.612  0.2527
N: -2.605 0.217 0.936  -0.6308
C: -1.803 -0.551 0.296  0.4489
C: -2.228 -1.488 -0.796  -1.3333
C: -0.150 -0.568 0.671  0.6129
N: 0.338 -1.690 1.048  -0.7966
H: -0.386 -2.403 1.151  0.2440
N: 0.481 0.579 0.368  0.1213
C: -0.111 1.903 0.383  -1.0578
C: 2.092 0.517 0.413  -0.5723
C: 2.616 0.183 -0.967  -1.0196
H: -2.462 -2.464 -0.363  0.3063
H: -1.424 -1.607 -1.527  0.3011
H: -3.115 -1.107 -1.312  0.4272
H: 0.617 2.680 0.130  0.3733
H: -0.915 1.974 -0.355  0.3466
H: -0.510 2.130 1.377  0.3238
H: 2.448 1.496 0.743  0.3798
H: 2.429 -0.210 1.157  0.3641
H: 2.278 0.920 -1.703  0.2684
H: 3.712 0.178 -0.975  0.3650
H: 2.276 -0.806 -1.288  0.2748

***

Look up the relative energy (zero: lowest compared OMol25 entry of this formula, charge and spin) of the eighth one. 3.217 eV